[1]
Formula: C4H7IrO3
Source: the OMol25 dataset
Level of theory: wB97M-V/def2-TZVPD

XYZ file:
```
15
Properties=species:S:1:pos:R:3:forces:R:3:mulliken_spin:R:1
O 1.860308 1.310603 -0.177469 -0.6 0.7 0.1 0.34
C 2.328102 0.067652 0.088193 -1.1 0.8 0.0 0.79
C 1.352402 -1.017688 -0.224926 6.1 -1.0 -0.9 0.00
O 0.100556 -0.647759 0.335504 0.2 -2.7 1.7 0.14
C -1.099462 -1.229978 -0.181728 -1.1 -1.0 -0.8 0.01
C -2.231395 -0.265895 0.176323 -1.2 -2.2 0.6 0.02
O -1.913253 1.044601 -0.165843 1.3 0.2 0.3 0.34
Ir -0.054789 1.330684 0.010490 -0.2 5.1 -1.0 3.27
H 3.001212 -0.011986 0.959163 -0.2 0.3 -0.6 0.01
H 1.242037 -1.426474 -1.242680 -0.1 0.8 0.3 0.02
H -1.250880 -2.231001 0.248941 0.0 0.4 -0.1 0.00
H -1.000309 -1.316286 -1.276566 0.0 0.0 0.3 -0.01
H -2.437421 -0.363978 1.262167 0.1 0.4 -0.4 0.01
H -3.138489 -0.623533 -0.348185 0.4 0.4 0.1 0.01
H 2.527421 -1.497776 0.079355 -3.6 -2.1 0.5 0.04
```
Positions in Å, forces in eV/Å.

The frontier orbital gap (spin up / spin down) is 9.5913 / 6.8322 eV. Its spin multiplicity is 6. The net charge is +1.

***

[2]
Formula: C4H7KO
Source: the OMol25 dataset
Level of theory: wB97M-V/def2-TZVPD

XYZ file:
```
13
Properties=species:S:1:pos:R:3:forces:R:3:mulliken_spin:R:1
C -2.445966 0.609262 1.410162 -0.3 0.0 -0.6 0.04
C -1.147808 0.532276 0.705384 0.3 0.0 0.4 0.50
C -0.213467 1.605877 0.673289 0.2 0.0 -1.2 0.06
O 0.958948 1.474823 0.263117 0.0 -0.3 0.3 0.29
K 3.440723 0.106988 -0.501291 -0.4 0.3 0.1 0.00
H -2.699932 1.655549 1.628675 0.0 -0.3 -0.1 0.00
H -0.837025 -0.437232 0.303035 0.0 0.3 0.1 0.02
H -3.212663 0.176288 0.742227 0.1 0.3 0.3 0.04
H -1.545094 0.201134 3.336287 -0.6 -0.7 -0.5 -0.01
C -2.364141 -0.222179 2.693435 0.5 0.3 0.9 0.06
H -3.280358 -0.160821 3.292569 0.1 0.0 -0.3 0.01
H -2.182318 -1.281465 2.465240 0.1 0.3 0.2 -0.01
H -0.596907 2.626554 0.848382 0.1 -0.2 0.4 0.00
```
Positions in Å, forces in eV/Å.

The frontier orbital gap (spin up / spin down) is 8.4720 / 8.9248 eV. Its spin multiplicity is 2. The net charge is +1.

***

[3]
Formula: C4H7LaO3
Source: the OMol25 dataset
Level of theory: wB97M-V/def2-TZVPD

XYZ file:
```
15
Properties=species:S:1:pos:R:3:forces:R:3:lowdin_charge:R:1
C 1.473737 -0.572725 -0.056620 0.8 1.3 -0.2 -0.23
C 1.496380 -0.250420 -1.532374 -0.2 0.0 -0.1 -0.05
H 2.454778 -0.907992 0.302599 -0.3 0.0 0.0 0.13
H 1.155069 0.286892 0.544647 0.0 -0.2 -0.1 0.14
H 1.668818 -1.156769 -2.128281 0.1 0.2 0.0 0.08
H 2.308594 0.461240 -1.733599 -0.2 -0.2 0.0 0.11
H 0.548621 0.207552 -1.847373 0.3 -0.1 0.1 0.10
O -1.235682 -2.472240 1.043592 -0.4 -3.2 0.1 -0.31
La 0.106976 -4.152879 0.471170 -0.5 2.2 0.2 2.49
O 0.539565 -1.629843 0.223694 -0.6 -2.6 0.3 -0.34
C -0.724462 -1.349384 0.816624 1.0 2.6 -0.3 -0.12
O -2.410392 1.698260 1.162460 0.0 1.3 -0.7 -0.06
C -2.461827 2.892426 0.917384 0.2 -0.9 1.5 -0.12
H -3.373312 3.479832 1.159449 0.2 -0.2 -0.5 0.09
H -1.546862 3.466047 0.656628 -0.3 -0.2 -0.3 0.08
```
Positions in Å, forces in eV/Å.

The frontier orbital gap is 3.3000 eV. The net charge is +2.

***

[4]
Formula: C4H7LuO2
Source: the OMol25 dataset
Level of theory: wB97M-V/def2-TZVPD

XYZ file:
```
14
Properties=species:S:1:pos:R:3:forces:R:3:lowdin_charge:R:1
H -0.473906 -0.730286 -0.530331 0.9 -0.2 0.7 0.14
O -1.984779 -0.139222 1.280993 -3.0 -2.5 0.6 -0.20
C -0.819832 0.245953 1.281725 1.3 1.7 -1.8 -0.15
C 0.138175 -0.191174 0.236023 -0.5 -0.3 0.1 -0.14
C 0.862313 0.991004 -0.423066 -0.2 0.9 0.5 -0.14
C 1.954729 0.538651 -1.357011 0.4 -0.5 -1.7 -0.25
O 2.135325 1.005583 -2.455315 -0.3 -0.3 1.4 0.11
Lu -3.555858 -1.889734 1.037889 1.9 1.3 -0.3 2.01
H -0.572830 1.137867 1.884541 0.0 -0.6 0.4 0.17
H -2.646759 -3.067287 -0.123334 -0.4 0.4 0.5 -0.15
H 0.888302 -0.789339 0.789890 -0.1 -0.3 -0.5 0.16
H 1.361480 1.590957 0.357600 -0.2 0.0 -0.2 0.14
H 0.158958 1.631036 -0.969765 0.2 -0.1 0.1 0.14
H 2.554684 -0.334010 -1.009838 0.0 0.3 0.1 0.14
```
Positions in Å, forces in eV/Å.

The frontier orbital gap is 4.2312 eV. The net charge is +2.

***

[5]
Formula: C4H7LuO3
Source: the OMol25 dataset
Level of theory: wB97M-V/def2-TZVPD

XYZ file:
```
15
Properties=species:S:1:pos:R:3:forces:R:3:lowdin_charge:R:1
H 0.273833 4.342440 -0.444973 0.0 0.1 0.2 -0.20
O 2.179690 0.967303 -0.519753 0.5 1.0 0.1 -0.06
C 2.172213 -0.131900 -0.004838 -1.0 -0.7 -0.8 -0.01
C 0.845646 -0.671475 0.531465 -1.5 0.6 0.1 -0.11
O 0.239384 -1.414928 -0.385415 1.3 -0.2 -0.3 0.00
C -1.169107 -1.209748 -0.572567 -0.8 -0.4 -0.2 -0.06
C -1.531922 -0.072762 0.367850 -0.6 -1.2 1.1 -0.15
O -0.313926 0.634807 0.549263 2.4 0.5 -0.2 -0.34
Lu 0.501831 2.489995 -0.366375 0.1 -0.6 0.0 1.93
H 3.019924 -0.830977 -0.090587 0.1 0.2 0.2 0.19
H 0.941091 -1.084100 1.548291 -0.6 0.4 0.1 0.19
H -1.678087 -2.148564 -0.333549 0.0 0.3 -0.1 0.16
H -1.334055 -0.954689 -1.627278 0.2 -0.2 0.2 0.15
H -1.788443 -0.451606 1.368328 -0.3 0.1 -0.4 0.15
H -2.358068 0.536206 -0.019861 0.4 0.1 0.1 0.15
```
Positions in Å, forces in eV/Å.

The frontier orbital gap is 8.3644 eV. The net charge is +2.

***

[6]
Formula: C4H7N
Source: the OMol25 dataset
Level of theory: wB97M-V/def2-TZVPD

XYZ file:
```
12
Properties=species:S:1:pos:R:3:forces:R:3:mulliken_spin:R:1
C -1.687149 -1.009268 0.517351 0.7 0.0 0.0 -0.06
C -0.455976 -0.138703 0.308184 -0.9 -1.3 0.1 0.31
C 0.112338 0.073127 -0.913487 1.4 1.6 -0.1 -0.02
N 1.154436 0.933421 -1.127678 -0.1 -0.5 -1.6 0.17
C 2.012361 1.310741 -0.221940 0.8 0.1 1.9 0.44
H -1.499965 -1.687513 1.355759 -0.2 -0.3 0.0 0.01
H -1.930920 -1.607886 -0.369580 0.1 0.0 0.1 0.00
H -2.598603 -0.469796 0.778104 -0.2 0.3 0.0 0.02
H 0.089761 0.122234 1.204983 -0.1 0.4 0.0 0.03
H -0.190386 -0.310449 -1.887379 -0.9 -0.3 0.4 0.00
H 2.147584 0.782007 0.738105 -0.3 0.0 -0.1 0.08
H 2.846519 2.002084 -0.382424 -0.4 0.0 -0.6 0.02
```
Positions in Å, forces in eV/Å.

The frontier orbital gap (spin up / spin down) is 4.3361 / 7.1015 eV. Its spin multiplicity is 2. The net charge is -1.

***

[7]
Formula: C4H7N
Source: the OMol25 dataset
Level of theory: wB97M-V/def2-TZVPD

XYZ file:
```
12
Properties=species:S:1:pos:R:3:forces:R:3:lowdin_charge:R:1
C 1.171746 0.428652 0.082968 1.3 2.3 1.1 -0.27
C -1.257481 0.190315 0.029079 -0.7 1.6 0.3 -0.26
C -0.564385 -1.058820 -0.215426 1.7 -3.2 1.4 -0.14
C 0.784308 -0.982839 -0.087079 -2.6 0.7 -0.6 -0.09
H 1.856164 0.651701 0.991182 -1.3 -0.7 -0.7 0.12
H 1.835453 0.868755 -0.676813 -0.4 -0.4 -0.5 0.10
H -0.206132 2.171993 -0.421376 0.4 -4.1 2.1 0.18
H -1.910828 0.382335 -0.865410 0.3 0.4 1.0 0.11
H -1.913952 0.077542 0.997099 1.0 0.5 -1.7 0.13
H -1.090346 -2.061268 -0.134288 0.6 1.4 -0.6 0.12
H 1.433096 -1.812836 -0.089766 0.7 -0.7 0.0 0.08
N -0.115512 1.179704 0.191732 -1.0 2.3 -1.7 -0.09
```
Positions in Å, forces in eV/Å.

The frontier orbital gap is 9.3691 eV. As for the structure (SMILES): C1=CCNC1.

***

[8]
Formula: C4H7N
Source: the OMol25 dataset
Level of theory: wB97M-V/def2-TZVPD

XYZ file:
```
12
Properties=species:S:1:pos:R:3:forces:R:3:lowdin_charge:R:1
C -1.813624 0.320997 -0.129656 0.7 0.4 0.9 0.00
C -0.894226 -0.620958 0.148300 -0.9 -1.2 -1.1 -0.17
C 0.516082 -0.460545 0.563661 0.6 0.9 -0.4 -0.32
C 1.366650 0.681859 0.104054 0.9 0.4 1.7 -0.19
H -1.689101 1.411165 0.114173 0.2 -1.2 -0.3 0.08
H -2.792549 0.064849 -0.511235 0.1 -0.2 -0.1 0.04
H -1.104669 -1.729530 -0.130767 0.0 1.9 0.6 0.13
H 0.833122 -0.966369 1.459999 0.0 -0.2 0.1 0.12
H 0.942859 1.527169 -0.405411 -0.2 0.2 -0.1 0.10
H 2.272990 0.870081 0.725936 -0.9 0.3 -0.5 0.11
H 0.865564 -0.526564 -1.378323 0.8 -0.2 0.2 0.10
N 1.496903 -0.572158 -0.560736 -1.1 -1.1 -1.1 0.00
```
Positions in Å, forces in eV/Å.

The frontier orbital gap is 10.6080 eV. As for the structure (SMILES): C=C[C@@H]1CN1.

***

E_tot / hartree: -486.033582; -831.543983; -413.138005; -1541.824530; -1617.092876; -211.283817; -211.293740; -211.285831
ΔE to the lowest compared entry with this formula, charge and spin / kcal per mole: 55.5; 0.0; 37.1; 17.9; 0.0; 13.4; 42.0; 47.0